Version one
This record from OMol25 describes a 2-piece molecular cluster, C5H13NO2 overall. The level of theory is wB97M-V/def2-TZVPD.

Calculated values
* HOMO: -9.471 eV
* E_LUMO: 0.0311 Ha
* frontier orbital gap: 0.3791 Eh

Last column: Löwdin charge in e.
Element x y z (Å)
C  -0.79780  -0.83218  0.44039  -0.297
N  0.54895  -0.45150  0.38994  -0.108
C  1.31475  -0.56515  1.62298  -0.092
C  0.12881  2.05444  0.32926  -0.042
C  0.89829  0.85154  -0.27897  -0.375
C  0.66108  0.84106  -1.78169  -0.084
O  -1.59622  -0.33624  -0.32259  0.026
H  -0.89900  -1.69598  1.11646  0.135
H  1.79260  0.29229  2.06665  0.079
H  0.67925  -1.08333  2.36547  0.088
H  2.18201  -1.24038  1.51236  0.087
H  -0.93362  1.89142  0.14547  0.075
H  0.16788  1.97898  1.41274  0.067
H  0.64919  2.97213  0.06881  0.084
H  1.99961  0.86342  -0.15112  0.137
H  0.88482  -0.06606  -2.35737  0.082
H  1.23693  1.60746  -2.29310  0.071
H  -0.37070  1.09960  -2.07582  0.077
H  -2.22951  -3.16783  -0.79536  0.016
H  -3.26409  -2.13352  -0.98894  0.027
O  -3.05321  -2.88017  -0.42556  -0.053



Version two
This record from OMol25 describes a 2-piece molecular cluster, C5H13NO2 overall. The level of theory is wB97M-V/def2-TZVPD.

Calculated values
* HOMO: -9.723 eV
* E_LUMO: 0.0302 Ha
* frontier orbital gap: 0.3875 Eh

Last column: Löwdin charge in e.
Element x y z (Å)
O  2.51074  0.86665  2.01040  0.079
C  1.31910  0.96419  1.99191  -0.231
C  0.50661  0.40270  0.85691  -0.348
C  0.09302  1.43973  -0.30279  -0.156
C  -1.00171  0.93208  -1.31896  -0.263
C  -0.29812  -0.21834  -2.09454  -0.126
N  -0.61128  -0.26720  1.54872  0.047
H  0.81315  1.45398  2.80019  0.118
H  0.94371  -0.38018  0.37574  0.078
H  1.02714  1.82729  -0.77262  0.120
H  -0.34865  2.23564  0.30072  0.095
H  -1.84644  0.58571  -0.73714  0.073
H  -1.41992  1.77437  -2.12756  0.156
H  -0.99536  -0.65862  -2.86420  0.084
H  0.74935  0.14666  -2.37999  0.098
H  -0.14585  -0.97438  -1.25771  0.054
H  -1.27420  0.38197  1.98809  0.089
H  -1.16245  -0.79684  0.92823  0.042
H  0.60701  -3.57860  -0.32511  -0.067
H  0.42177  -2.68718  1.00224  0.090
O  0.11238  -3.44964  0.37746  -0.031



version one takes first place; second place is 31.3 kcal/mol up.



Version one
This record from OMol25 describes a 3-piece molecular cluster, C5H13NO2 overall. The level of theory is wB97M-V/def2-TZVPD.

Calculated values
* HOMO: -8.149 eV
* E_LUMO: 0.0062 Ha
* frontier orbital gap: 0.3057 Eh

Last column: Löwdin charge in e.
Element x y z (Å)
C  -0.02122  -0.22621  -3.44846  -0.022
C  0.67226  -0.74782  -2.43237  -0.248
N  0.56093  -0.32905  -1.11226  -0.058
C  1.22094  -1.08504  -0.07099  -0.256
C  0.95131  -3.13209  1.40221  -0.017
C  0.61655  -2.36248  0.38653  -0.176
H  -0.90876  0.34980  -3.22997  0.041
H  0.13766  -0.42914  -4.49648  0.037
H  1.47694  -1.45977  -2.58562  0.111
H  -0.32158  0.04976  -0.79782  0.128
H  1.39251  -0.34334  0.72612  0.121
H  2.29153  -1.23959  -0.28932  0.127
H  0.56064  -4.11328  1.66089  0.051
H  1.75472  -3.00760  2.13457  0.058
H  -0.10257  -2.78648  -0.31409  0.104
H  -0.82311  5.66965  0.66174  0.033
H  -0.90778  4.30757  0.12237  0.011
O  -1.16107  5.18869  -0.09862  -0.044
H  -2.58376  2.46181  4.44915  0.033
H  -1.99544  1.49908  3.46672  0.007
O  -2.81070  1.73552  3.86568  -0.040



Version two
This record from OMol25 describes a 2-piece molecular cluster, C5H13NO2 overall. The level of theory is wB97M-V/def2-TZVPD.

Calculated values
* HOMO: -8.722 eV
* E_LUMO: 0.0251 Ha
* frontier orbital gap: 0.3457 Eh

Last column: Löwdin charge in e.
Element x y z (Å)
C  0.52709  -1.19151  -1.68080  -0.510
C  0.42514  -1.75010  -0.11243  -0.026
N  -0.75189  -0.95254  -2.26256  0.053
O  1.33493  -0.08346  -1.76736  -0.050
H  0.77749  0.70164  -1.51703  0.063
H  1.02353  -2.00656  -2.21947  0.131
H  -1.34914  -1.76824  -2.21782  0.076
H  -1.20691  -0.15505  -1.83331  0.059
H  -0.21877  -1.25186  0.60830  0.035
H  -0.00361  -2.75072  -0.20488  0.055
H  1.45022  -1.85909  0.23935  0.062
C  1.08387  1.37410  1.31414  -0.010
C  -1.45197  1.17234  1.60174  -0.016
C  -0.27428  1.30979  0.67218  -0.486
O  -0.42725  1.55902  -0.51255  0.036
H  -2.39163  1.22853  1.05653  0.087
H  1.08910  0.92871  2.30576  0.085
H  1.81824  0.89939  0.67196  0.081
H  1.37423  2.42225  1.38753  0.099
H  -1.42467  1.96102  2.35029  0.091
H  -1.40374  0.21235  2.12043  0.084



Version three
This record from OMol25 describes a 3-piece molecular cluster, C5H13NO2 overall. The level of theory is wB97M-V/def2-TZVPD.

Calculated values
* HOMO: -8.736 eV
* E_LUMO: 0.0261 Ha
* frontier orbital gap: 0.3472 Eh

Last column: Löwdin charge in e.
Element x y z (Å)
N  -0.25429  -3.06540  0.29875  -0.009
C  0.63292  -2.19829  1.06246  -0.309
C  2.38649  2.25425  0.75628  -0.006
C  1.69757  1.37960  0.04128  -0.196
C  1.71073  -0.10175  0.21395  -0.116
C  0.65506  -0.75620  0.67228  -0.121
H  -1.16706  -3.09711  0.73180  0.057
H  -0.36246  -2.80874  -0.68020  0.068
H  1.63324  -2.64215  1.11926  0.104
H  0.31832  -2.22315  2.10401  0.107
H  2.32363  3.28361  0.44907  0.044
H  2.92216  2.02111  1.66938  0.059
H  1.10509  1.77330  -0.77773  0.094
H  2.68001  -0.55089  0.03329  0.108
H  -0.26421  -0.22945  0.93036  0.113
H  -0.73139  4.91331  0.61263  0.035
H  -1.79715  3.89424  0.53294  0.033
O  -0.90807  4.06030  0.19722  -0.063
H  -4.19174  -1.26638  -2.97465  0.030
H  -4.27722  -2.41629  -3.96086  0.032
O  -4.11162  -2.22391  -3.03152  -0.063



Version four
This record from OMol25 describes a 2-piece molecular cluster, C5H13NO2 overall. The level of theory is wB97M-V/def2-TZVPD.

Calculated values
* HOMO (spin up / spin down): -8.017 / -8.232 eV
* E_LUMO (spin up / spin down): -0.0728 / -0.0585 Ha
* frontier orbital gap (spin up / spin down): 0.2218 / 0.2440 Eh

Last column: Löwdin charge in e.
Element x y z (Å)
C  -1.11943  0.61353  0.54264  -0.195
C  -1.72589  -0.72795  0.86539  -0.121
O  -1.41256  0.58128  -2.00518  -0.020
O  -0.80333  -0.49854  -2.32032  -0.013
H  0.59459  -0.39240  -1.49082  0.060
H  -1.18695  1.32761  1.36086  0.094
H  -1.64184  1.08687  -0.30103  0.066
H  -1.25350  -1.17515  1.73983  0.075
H  -1.60738  -1.40638  0.01579  0.055
H  -2.79610  -0.63268  1.05024  0.073
C  1.35460  -1.74336  -0.10716  -0.114
C  1.07556  1.94760  -0.05840  -0.068
C  0.58949  0.56259  0.34394  -0.372
N  1.05119  -0.41309  -0.56529  -0.097
H  0.93957  0.30836  1.34800  0.130
H  2.07454  -2.19941  -0.78568  0.077
H  1.79439  -1.70896  0.89134  0.084
H  0.47498  -2.39247  -0.06240  0.067
H  2.16304  1.98902  -0.00343  0.075
H  0.75811  2.16902  -1.07299  0.071
H  0.67691  2.70450  0.61468  0.073



version two takes first place; second place is 31.5 kcal/mol up.



Version one
This record from OMol25 describes C5H13NO2 in the gas phase. The level of theory is wB97M-V/def2-TZVPD.

Calculated values
* HOMO: -9.317 eV
* E_LUMO: 0.0331 Ha
* frontier orbital gap: 0.3755 Eh

Last column: Löwdin charge in e.
Element x y z (Å)
C  -0.50359  0.17738  -1.90883  -0.061
C  -0.29690  0.10396  -0.39736  -0.402
C  -0.71054  -1.27279  0.11629  -0.164
C  -0.78081  -1.35010  1.62919  -0.268
O  -1.38256  -2.60215  1.97031  -0.079
N  1.10252  0.32875  0.02587  -0.015
C  1.49561  1.69578  0.17102  -0.289
O  1.63471  2.35995  -1.09706  -0.065
H  -1.57323  0.10890  -2.12274  0.078
H  -0.17453  1.13088  -2.31115  0.063
H  -0.00233  -0.66029  -2.40557  0.085
H  -0.88870  0.89660  0.08441  0.141
H  0.07268  -1.96132  -0.20213  0.121
H  -1.64155  -1.64872  -0.31203  0.122
H  0.21660  -1.30401  2.04556  0.106
H  -1.36893  -0.52446  2.03889  0.117
H  -1.56240  -2.60311  2.91685  0.080
H  1.70453  -0.08538  -0.68198  0.122
H  2.46624  1.70842  0.67150  0.114
H  0.76877  2.20714  0.78999  0.116
H  1.42440  3.29458  -1.02104  0.079



Version two
This record from OMol25 describes a 2-piece molecular cluster, C5H13NO2 overall. The level of theory is wB97M-V/def2-TZVPD.

Calculated values
* HOMO: -8.701 eV
* E_LUMO: 0.0247 Ha
* frontier orbital gap: 0.3444 Eh

Last column: Löwdin charge in e.
Element x y z (Å)
C  -0.19781  1.22465  1.83109  -0.286
N  0.34054  0.01615  1.23394  -0.098
C  1.72394  0.01751  0.80844  -0.254
C  1.95848  -1.06027  -0.25385  -0.151
C  1.25896  -0.65109  -1.51731  -0.279
O  1.73936  -0.71234  -2.61552  0.054
C  -0.77043  0.94641  3.21189  -0.100
H  0.55249  2.01057  1.79330  0.109
H  -1.04157  1.52500  1.19747  0.102
H  0.11520  -0.81350  1.75201  0.104
H  2.42367  -0.03900  1.64847  0.114
H  1.96946  0.97771  0.34014  0.119
H  3.03642  -1.16261  -0.39508  0.117
H  1.58622  -2.01892  0.11300  0.118
H  0.24635  -0.25575  -1.33962  0.118
H  -1.38176  1.78666  3.55467  0.071
H  -1.52296  0.15624  3.19310  0.073
H  0.03520  0.74706  3.90211  0.068
H  -4.72882  0.21484  -3.60899  0.014
H  -4.01167  0.34798  -2.29039  0.034
O  -4.74078  -0.10870  -2.72423  -0.048



version one takes first place; second place is 10.0 kcal/mol up.



Version one
This record from OMol25 describes a 2-piece molecular cluster, C5H13NO2 overall. The level of theory is wB97M-V/def2-TZVPD.

Calculated values
* HOMO: -9.309 eV
* E_LUMO: 0.0194 Ha
* frontier orbital gap: 0.3615 Eh

Last column: Löwdin charge in e.
Element x y z (Å)
C  2.19183  0.52210  -0.77669  -0.098
C  1.47905  -0.43410  0.26319  -0.245
C  0.30659  0.30813  0.96148  -0.190
C  -0.62530  -0.88308  1.53308  -0.093
C  -1.95433  -1.16973  0.69041  -0.502
N  -1.72756  -1.37970  -0.63948  0.182
O  -3.03027  -1.28472  1.26461  0.031
H  3.25680  0.28329  -0.99503  0.067
H  2.33178  1.47705  -0.22327  0.070
H  1.79172  0.89265  -1.68690  0.038
H  1.13472  -1.39102  -0.15739  0.086
H  2.10858  -0.66892  1.09163  0.093
H  0.62071  0.96071  1.86380  0.134
H  -0.34808  0.81656  0.27088  0.061
H  -0.12131  -1.83708  1.39577  0.095
H  -0.88880  -0.62998  2.54085  0.092
H  -2.34444  -1.27012  -1.36449  0.074
H  -0.76341  -1.42407  -0.91813  0.082
H  -1.91182  2.47744  -1.47983  0.075
H  -0.42396  2.66479  -1.90918  0.042
O  -1.08249  1.96980  -1.72528  -0.094



Version two
This record from OMol25 describes a 2-piece molecular cluster, C5H13NO2 overall. The level of theory is wB97M-V/def2-TZVPD.

Calculated values
* HOMO: -9.350 eV
* E_LUMO: 0.0324 Ha
* frontier orbital gap: 0.3761 Eh

Last column: Löwdin charge in e.
Element x y z (Å)
C  -0.33071  -0.62300  -1.26428  -0.363
N  0.01531  0.66009  -1.06219  -0.103
C  -0.88565  1.79729  -1.17852  -0.230
C  -0.88427  2.84131  -2.34154  -0.050
C  1.34545  1.06492  -0.49245  -0.216
C  1.62735  0.56410  0.84947  -0.089
O  0.37368  -1.56333  -1.03620  0.031
H  -1.32086  -0.83544  -1.64852  0.131
H  -1.85512  1.32771  -1.09331  0.101
H  -0.87451  2.26607  -0.18421  0.121
H  -1.15235  2.39124  -3.32171  0.086
H  -1.48729  3.63078  -2.17862  0.019
H  0.15298  3.27596  -2.34799  0.081
H  1.37041  2.18216  -0.74472  0.131
H  2.06992  0.59306  -1.21317  0.129
H  2.45820  0.42608  1.42542  0.043
H  1.09331  -0.36633  1.06655  0.082
H  1.02427  1.26763  1.50479  0.098
H  -0.47081  -4.70298  5.62014  -0.012
H  -1.30236  -4.39459  4.25708  0.051
O  -1.00443  -4.13038  5.14339  -0.039



version one takes first place; second place is 23.7 kcal/mol up.



Version one
This record from OMol25 describes a 2-piece molecular cluster, C5H13NO2 overall. The level of theory is wB97M-V/def2-TZVPD.

Calculated values
* HOMO: -9.116 eV
* E_LUMO: 0.0139 Ha
* frontier orbital gap: 0.3489 Eh

Last column: Löwdin charge in e.
Element x y z (Å)
C  -1.23460  0.61737  -1.18483  -0.356
C  -1.45468  0.19116  -2.60268  -0.147
N  -1.71493  2.07738  -0.95944  -0.063
H  -1.58906  -0.10272  -0.45189  0.064
H  -0.09914  0.50001  -1.07350  0.084
H  -2.11964  0.88805  -3.16594  0.062
H  -1.65196  -0.87380  -2.63948  0.054
H  -2.21798  2.15773  0.03725  0.089
H  -0.95880  2.91345  -0.91696  0.109
H  2.32668  -2.11734  -0.31176  0.231
H  -0.47734  0.55551  -3.27934  0.123
C  0.54120  -0.30808  1.90550  -0.093
C  -0.73543  -1.41082  1.63572  -0.057
C  1.38969  -0.27928  0.69942  -0.599
O  1.78434  0.74825  0.23813  0.107
O  1.91307  -1.53342  0.51774  0.003
H  0.10696  0.64503  2.12804  0.095
H  1.01414  -0.65113  2.84941  0.121
H  -0.79517  -2.21268  2.39582  0.058
H  -0.46170  -1.92259  0.66679  0.071
H  -1.68887  -0.90201  1.71194  0.045



Version two
This record from OMol25 describes a 3-piece molecular cluster, C5H13NO2 overall. The level of theory is wB97M-V/def2-TZVPD.

Calculated values
* HOMO: -7.893 eV
* E_LUMO: -0.1155 Ha
* frontier orbital gap: 0.1746 Eh

Last column: Löwdin charge in e.
Element x y z (Å)
C  -0.07598  0.12005  -1.34438  -0.256
C  1.30128  -0.24461  -1.14095  0.054
C  1.83808  -0.90280  -0.01037  -0.151
C  3.16296  -0.85683  0.20377  0.133
N  -0.97076  -0.98291  -0.93984  -0.031
C  -2.34376  -0.33465  -0.64556  -0.446
O  -2.33850  0.54996  0.33202  -0.219
H  -0.21422  0.21511  -2.42354  0.132
H  -0.39554  1.09859  -0.90696  0.160
H  1.97275  -0.12311  -1.99261  0.135
H  -0.93121  0.48956  1.29235  -0.018
H  1.16097  -1.42235  0.65433  0.111
H  3.61378  -1.13383  1.15716  0.091
H  3.78436  -0.26141  -0.45578  0.082
H  -0.69427  -1.30519  -0.00998  0.075
H  -2.60545  0.17913  -1.58995  0.102
H  -2.89086  -1.29507  -0.56507  0.117
H  -2.17265  2.64223  2.44098  0.026
H  -1.72176  2.41279  2.96238  0.021
H  0.59563  0.73420  1.18165  -0.002
O  -0.07484  0.42116  1.80036  -0.116



version one takes first place; second place is 81.0 kcal/mol up.